(1)
128
Properties=species:S:1:pos:R:3 method="wB97M-V/def2-TZVPD" total_charge=+1 gap_ev=6.8
C 2.354 2.887 0.200
C 2.216 2.367 -1.104
N 0.934 2.124 -1.676
C -0.106 2.966 -1.865
N -0.159 4.270 -1.566
P -1.651 5.240 -1.823
N -2.745 4.593 -0.638
O -2.319 4.914 -3.286
N -1.111 2.281 -2.403
C -0.707 1.021 -2.549
N 0.521 0.930 -2.088
C 1.216 -0.387 -2.080
C 0.331 -1.350 -1.234
C 1.151 -2.223 -0.278
Br -0.178 -3.207 0.798
H 2.565 2.198 1.026
H 2.273 3.959 0.432
H 3.145 2.126 -1.631
H 0.648 4.735 -1.173
H -2.898 3.617 -0.939
H -2.190 4.479 0.215
H -1.657 4.732 -3.970
H -1.320 0.217 -2.936
H 2.234 -0.310 -1.679
H 1.297 -0.702 -3.127
H -0.404 -0.812 -0.621
H -0.242 -1.965 -1.943
H 1.753 -2.985 -0.780
H 1.748 -1.640 0.432
C 3.759 7.142 2.634
C 2.618 6.145 2.698
O 3.112 4.804 2.680
H 4.351 6.987 1.730
H 3.385 8.166 2.639
H 4.432 7.012 3.484
H 1.959 6.264 1.837
H 2.027 6.292 3.607
H 3.686 4.695 3.447
C 4.039 -4.056 2.878
C 3.281 -4.153 1.570
O 4.096 -3.714 0.478
H 4.362 -3.029 3.059
H 3.417 -4.382 3.714
H 4.940 -4.675 2.850
H 2.397 -3.520 1.588
H 2.964 -5.183 1.381
H 4.876 -4.280 0.450
C 6.799 -6.785 6.138
C 6.042 -6.876 4.827
O 6.864 -6.435 3.746
H 7.122 -5.758 6.320
H 6.178 -7.112 6.973
H 7.699 -7.404 6.109
H 5.157 -6.241 4.851
H 5.724 -7.905 4.633
H 7.642 -7.003 3.719
C -3.493 -1.950 4.230
C -2.364 -2.752 4.850
O -2.107 -3.934 4.096
H -4.403 -2.550 4.178
H -3.699 -1.049 4.810
H -3.243 -1.657 3.207
H -2.625 -3.061 5.862
H -1.447 -2.156 4.897
H -1.866 -3.661 3.204
C -1.104 2.938 2.933
C 0.011 2.117 3.554
O 0.252 0.924 2.806
H -2.028 2.360 2.880
H -1.288 3.843 3.514
H -0.844 3.225 1.906
H -0.253 1.816 4.567
H 0.937 2.701 3.596
H 0.492 1.190 1.912
C 2.976 -5.875 -4.023
C 2.159 -4.806 -3.325
O 1.278 -4.158 -4.241
H 3.560 -5.439 -4.835
H 3.655 -6.368 -3.326
H 2.322 -6.631 -4.466
H 2.813 -4.043 -2.900
H 1.562 -5.240 -2.514
H 0.691 -4.831 -4.611
C -5.314 8.066 -3.760
C -5.822 7.378 -2.506
O -5.815 5.965 -2.681
H -5.935 7.802 -4.617
H -5.321 9.151 -3.642
H -4.295 7.746 -3.991
H -6.844 7.685 -2.291
H -5.198 7.631 -1.642
H -4.905 5.700 -2.864
C -6.259 3.164 0.760
C -5.448 2.715 1.960
O -4.300 1.968 1.547
H -6.584 2.307 0.172
H -7.139 3.728 1.073
H -5.655 3.796 0.101
H -6.041 2.070 2.607
H -5.115 3.579 2.545
H -3.770 2.542 0.983
C -0.880 -8.224 -5.346
C -0.908 -7.374 -6.602
O -0.086 -6.215 -6.449
H -1.226 -7.647 -4.487
H -1.514 -9.105 -5.456
H 0.139 -8.552 -5.125
H -1.921 -7.031 -6.809
H -0.554 -7.946 -7.464
H 0.813 -6.519 -6.278
C 6.324 1.022 2.027
C 5.765 0.636 0.672
O 5.212 1.778 0.008
H 5.543 1.459 2.652
H 6.739 0.153 2.540
H 7.110 1.773 1.922
H 4.967 -0.098 0.782
H 6.546 0.204 0.040
H 5.919 2.424 -0.101
C -7.013 1.173 -3.249
C -8.331 1.080 -2.501
O -8.451 2.138 -1.555
H -6.175 1.132 -2.550
H -6.913 0.359 -3.968
H -6.939 2.124 -3.784
H -8.393 0.141 -1.951
H -9.174 1.129 -3.197
H -8.407 2.970 -2.041

---

(2)
125
Properties=species:S:1:pos:R:3 method="wB97M-V/def2-TZVPD" gap_ev=9.1
C 1.400 2.904 -0.806
C 0.133 2.311 -0.121
B -0.950 2.082 -1.214
C -1.931 3.250 -1.588
Cl -1.443 4.219 -2.927
C -3.060 3.455 -0.911
C -3.478 2.554 0.219
Cl -4.178 4.710 -1.312
H 1.862 3.662 -0.169
H 2.140 2.125 -0.995
H 1.177 3.384 -1.762
H -0.235 3.023 0.626
H 0.398 1.381 0.391
H -1.037 1.040 -1.793
H -2.605 2.149 0.740
H -4.081 3.097 0.949
H -4.087 1.725 -0.158
O -0.705 -3.597 -1.365
Si -0.718 -2.623 -2.690
C -0.526 -3.646 -4.240
C 0.691 -1.397 -2.585
C -2.339 -1.707 -2.744
Si 0.278 -4.670 -0.593
C -0.609 -5.271 0.929
C 1.872 -3.825 -0.102
C 0.658 -6.111 -1.720
H 0.456 -4.121 -4.278
H -0.628 -3.017 -5.127
H -1.281 -4.433 -4.293
H 0.653 -0.843 -1.645
H 0.632 -0.676 -3.404
H 1.661 -1.895 -2.643
H -2.480 -1.089 -1.855
H -3.184 -2.394 -2.816
H -2.359 -1.051 -3.617
H -0.841 -4.449 1.609
H 0.022 -5.985 1.464
H -1.544 -5.773 0.675
H 2.462 -3.539 -0.976
H 2.484 -4.495 0.506
H 1.678 -2.923 0.482
H 1.241 -5.801 -2.590
H -0.260 -6.580 -2.082
H 1.237 -6.868 -1.188
O -6.145 1.089 4.348
Si -6.194 -0.140 3.256
C -7.281 0.334 1.811
C -6.858 -1.691 4.058
C -4.461 -0.447 2.644
Si -7.130 1.980 5.321
C -6.070 3.201 6.244
C -8.006 0.860 6.534
C -8.389 2.893 4.284
H -8.328 0.426 2.108
H -7.223 -0.426 1.028
H -6.972 1.288 1.378
H -6.296 -1.941 4.960
H -6.782 -2.535 3.369
H -7.908 -1.581 4.337
H -3.790 -0.729 3.458
H -4.045 0.438 2.158
H -4.468 -1.261 1.915
H -5.324 2.698 6.861
H -6.697 3.809 6.900
H -5.546 3.872 5.561
H -8.702 0.186 6.029
H -8.578 1.453 7.251
H -7.294 0.250 7.094
H -9.077 2.205 3.789
H -7.903 3.494 3.513
H -8.980 3.564 4.911
O 5.544 -4.516 -6.542
Si 5.832 -5.701 -7.648
C 4.998 -5.277 -9.266
C 5.180 -7.334 -7.014
C 7.673 -5.815 -7.900
Si 4.304 -3.773 -5.759
C 5.002 -2.483 -4.611
C 3.332 -5.021 -4.764
C 3.167 -2.953 -6.996
H 3.910 -5.291 -9.174
H 5.278 -5.999 -10.036
H 5.292 -4.284 -9.613
H 5.583 -7.562 -6.025
H 5.465 -8.143 -7.690
H 4.090 -7.330 -6.939
H 8.190 -6.065 -6.972
H 8.086 -4.875 -8.272
H 7.896 -6.595 -8.632
H 5.662 -2.926 -3.863
H 4.185 -1.980 -4.087
H 5.570 -1.727 -5.156
H 2.821 -5.741 -5.407
H 2.577 -4.511 -4.163
H 3.982 -5.577 -4.084
H 2.666 -3.687 -7.630
H 3.718 -2.269 -7.645
H 2.396 -2.378 -6.477
O 2.892 5.177 4.818
Si 1.620 5.162 3.774
C 2.118 5.930 2.144
C 0.181 6.108 4.500
C 1.127 3.388 3.495
Si 3.909 6.223 5.581
C 5.088 5.221 6.617
C 2.929 7.376 6.677
C 4.865 7.215 4.319
H 2.329 6.996 2.249
H 1.313 5.822 1.413
H 3.012 5.450 1.738
H -0.077 5.734 5.492
H -0.699 6.007 3.861
H 0.406 7.173 4.590
H 0.816 2.903 4.422
H 1.947 2.807 3.067
H 0.288 3.351 2.797
H 4.559 4.630 7.367
H 5.779 5.888 7.138
H 5.677 4.537 6.003
H 2.288 8.039 6.093
H 3.603 8.001 7.268
H 2.294 6.819 7.369
H 4.210 7.875 3.745
H 5.383 6.562 3.614
H 5.613 7.837 4.815